Entry 1:
C50H44F3N11O2Si2Sr | ωB97M-V/def2-TZVPD

CARTESIAN COORDINATES (ANGSTROEM)
Sr 0.55738 0.31266 0.54444
C 0.59217 4.30772 -5.18975
C -0.60676 4.80479 -4.65083
C -1.18655 4.21918 -3.53930
C -0.54056 3.12558 -2.97545
C -0.84472 2.31199 -1.79967
N 0.15823 1.40887 -1.62645
C 1.02307 1.52070 -2.63043
N 3.14283 0.54121 -1.85158
C 3.23187 -0.49877 -0.99532
C 4.48094 -1.03098 -0.43603
C 5.83337 -0.74548 -0.61521
C 6.75316 -1.48885 0.10473
C 6.33877 -2.49145 0.99868
C 4.99672 -2.77420 1.17523
C 4.07529 -2.04076 0.43745
C 2.61619 -2.05719 0.42464
N 1.92330 -2.80576 1.29776
C 0.64730 -2.71155 1.63870
N -0.29674 -1.82461 1.18544
C -1.42079 -1.96325 1.89872
N -2.57263 -1.27788 1.80690
C -2.75134 -0.17832 1.08158
N -1.86688 0.51576 0.35022
C -2.48307 1.58118 -0.23902
N -2.02202 2.40126 -1.15659
C -3.89842 1.60771 0.19880
C -4.94317 2.47098 -0.07729
C -6.17888 2.18286 0.49067
C -6.35601 1.05750 1.30299
C -5.29972 0.19368 1.56954
C -4.07410 0.49363 1.00389
C -1.24171 -3.05600 2.87982
C -2.06811 -3.55859 3.87082
C -1.56006 -4.56431 4.68339
C -0.25318 -5.03902 4.51024
C 0.57385 -4.51937 3.52343
C 0.05509 -3.52461 2.71136
N 2.17484 -1.14862 -0.49782
C 0.63850 2.61699 -3.52179
C 1.22819 3.20956 -4.63650
H 1.03156 4.79720 -6.05062
H -1.07460 5.66931 -5.10649
H -2.09636 4.60251 -3.09488
H 6.15367 0.04132 -1.28500
H 7.81011 -1.28508 -0.01650
H 7.08390 -3.04398 1.55914
H 4.65235 -3.53426 1.86560
H -4.78783 3.34177 -0.70143
H -7.01794 2.84409 0.30990
H -7.32942 0.86372 1.73727
H -5.41359 -0.67587 2.20436
H -3.06576 -3.16095 4.00852
H -2.17417 -4.97882 5.47409
H 0.11979 -5.81561 5.16786
H 1.59304 -4.86158 3.39215
H 2.15590 2.83520 -5.04898
C 3.30524 -1.58542 5.39663
N 3.10867 -0.68880 4.27297
C 4.18540 -0.09512 3.68066
C 4.06821 0.68704 2.60136
C 2.74109 0.86222 2.03845
O 2.55913 1.48442 0.95345
N 1.67277 0.31184 2.67372
C 1.80403 -0.44938 3.80159
O 0.85706 -0.95700 4.38380
H 3.61859 -1.03827 6.28891
H 4.06202 -2.33259 5.14963
H 2.35964 -2.07789 5.59982
H 5.14343 -0.31278 4.13774
H 4.92554 1.13927 2.12617
C 1.50790 4.59934 0.03357
Si 0.75315 4.95158 1.72559
C 2.20287 5.75201 2.66987
C -0.41568 6.41979 1.46343
C 0.00211 3.54656 2.46458
Si -1.16733 3.40064 3.76348
C -0.49865 3.48984 5.54424
C -2.08178 1.75297 3.73386
C -2.51345 4.73768 3.76734
H 2.16545 5.41345 -0.29574
H 0.72056 4.48099 -0.71572
H 2.09686 3.67585 0.06679
H 2.60597 6.65433 2.18926
H 3.01218 5.01615 2.75443
H 1.88329 6.00648 3.68740
H 0.08280 7.24228 0.93624
H -0.78759 6.80739 2.41747
H -1.28141 6.09721 0.87544
H 0.51502 2.60360 2.24857
H 0.13383 2.61448 5.73485
H -1.28988 3.51201 6.30632
H 0.12653 4.38264 5.65836
H -1.37691 0.91543 3.66766
H -2.75570 1.71120 2.87130
H -2.68351 1.60678 4.64002
H -2.09051 5.72783 3.96755
H -3.27559 4.53725 4.53028
H -2.99907 4.77575 2.78633
F 6.27082 0.84852 -5.78372
C 5.46627 1.87063 -5.35467
F 6.30258 2.85928 -4.96640
F 4.86088 2.31746 -6.49693
C 4.50444 1.45848 -4.30037
C 3.51549 0.53904 -4.72922
C 2.37871 0.16285 -4.08820
N 2.06596 0.63167 -2.80848
C 4.06947 1.57708 -1.84363
C 4.66301 1.98438 -3.00480
H 3.64731 0.11074 -5.71956
H 1.67288 -0.52926 -4.52942
H 4.26037 2.02918 -0.88022
H 5.37106 2.79601 -2.88706

Atomic forces in eV per Å
Sr -1.20 1.32 -0.26
C -0.03 -0.04 0.05
C 0.02 -0.03 0.01
C 0.06 0.03 -0.07
C -0.35 -0.03 0.28
C -0.18 0.12 -0.05
N -0.26 -0.03 -0.27
C 0.15 -0.01 -0.26
N -0.15 0.14 0.05
C 0.14 -0.11 0.02
C -0.14 0.28 -0.23
C 0.03 -0.07 0.04
C -0.07 -0.02 0.01
C -0.01 0.04 -0.02
C 0.08 0.00 -0.01
C -0.24 -0.17 0.22
C -0.09 -0.25 0.05
N -0.05 0.18 -0.06
C 0.17 -0.05 -0.13
N -0.17 -0.63 0.02
C -0.19 -0.01 -0.01
N 0.16 0.01 -0.01
C -0.12 -0.13 0.04
N -0.22 -0.16 -0.26
C -0.11 -0.06 -0.17
N 0.10 -0.05 -0.04
C 0.26 0.21 -0.19
C -0.09 -0.01 0.06
C 0.04 -0.03 0.01
C 0.05 0.01 -0.02
C -0.06 0.08 -0.02
C 0.12 -0.34 0.17
C -0.26 0.19 -0.06
C 0.05 -0.08 0.01
C 0.06 0.02 -0.04
C -0.04 0.04 -0.03
C -0.08 -0.05 0.04
C 0.24 0.04 -0.15
N 0.15 -0.60 -0.28
C 0.32 -0.34 0.05
C -0.06 0.10 -0.04
H -0.01 0.01 0.00
H 0.01 0.01 -0.01
H 0.01 0.00 -0.02
H -0.02 0.00 0.01
H 0.01 -0.01 0.01
H 0.01 0.01 -0.01
H 0.02 0.01 0.00
H 0.00 -0.02 0.01
H -0.01 -0.01 0.00
H -0.01 0.01 0.00
H 0.00 0.01 -0.01
H 0.02 0.00 -0.01
H 0.00 0.00 0.00
H -0.01 0.00 0.01
H -0.01 0.00 0.01
H -0.02 0.00 0.02
C 0.00 0.06 -0.03
N 0.16 0.01 0.07
C 0.00 -0.10 0.09
C 0.00 0.10 -0.11
C 0.06 0.22 0.35
O 1.00 0.11 0.69
N 0.98 -0.08 0.86
C -0.13 0.12 -0.51
O -0.05 -0.03 0.08
H 0.00 0.01 0.02
H 0.01 0.00 -0.01
H -0.03 0.01 -0.02
H 0.00 -0.01 0.00
H -0.02 0.00 -0.01
C 0.11 -0.04 -0.17
Si 0.32 0.51 -0.28
C 0.17 -0.01 0.17
C -0.20 0.09 0.00
C 0.11 -0.62 -0.50
Si -0.45 -0.08 0.51
C 0.13 -0.02 0.18
C -0.14 -0.12 0.02
C -0.10 0.14 -0.10
H -0.04 -0.03 0.00
H 0.00 -0.05 -0.06
H -0.06 0.07 -0.03
H -0.06 -0.07 0.02
H -0.02 0.07 0.04
H 0.06 0.02 -0.04
H -0.01 -0.06 0.02
H 0.00 0.01 -0.06
H 0.02 0.07 0.02
H 0.11 0.11 0.15
H -0.01 0.07 0.01
H 0.05 0.00 -0.06
H -0.03 -0.03 0.05
H -0.04 0.03 -0.01
H 0.07 0.00 0.14
H 0.02 -0.01 -0.06
H -0.04 -0.03 0.00
H 0.05 -0.01 -0.04
H -0.02 0.03 0.07
F -0.02 0.10 -0.02
C -0.11 0.00 0.16
F -0.01 -0.08 -0.12
F 0.09 -0.03 0.06
C -0.03 -0.02 -0.05
C 0.02 -0.08 -0.11
C 0.00 0.17 0.12
N -0.02 0.01 0.01
C -0.03 -0.15 -0.12
C 0.04 0.08 0.12
H 0.03 0.03 0.01
H 0.02 -0.03 0.00
H -0.01 0.02 0.00
H 0.01 -0.01 -0.04

As for the total charge: -2. Its energy is -3594.09854 hartree.

***

Entry 2:
C50H47N5O3P2SSn | ωB97M-V/def2-TZVPD

CARTESIAN COORDINATES (ANGSTROEM)
Sn 0.83745 0.02076 0.07431
C -1.61333 -2.54073 -4.27596
C -0.89810 -1.21393 -4.16336
N -0.28428 -1.07584 -2.83933
C 0.00531 -2.09314 -2.02163
N 0.61802 -1.83655 -0.83510
C 1.21350 -3.00819 -0.16580
C 0.19274 -4.12487 -0.11429
C -0.13568 -4.52155 -1.53259
N -0.28359 -3.34428 -2.39155
C -0.69189 -3.62873 -3.77455
H -1.89365 -2.72372 -5.31221
H -2.52453 -2.53880 -3.67625
H -1.57958 -0.37679 -4.30913
H -0.11357 -1.13598 -4.92008
H 0.27804 -0.23789 -2.71881
H 1.55811 -2.71607 0.82285
H 2.10177 -3.33040 -0.71862
H -0.71044 -3.77413 0.38723
H 0.57318 -4.98516 0.43565
H -1.06986 -5.08358 -1.57798
H 0.65017 -5.15273 -1.95543
H -1.19085 -4.59586 -3.76489
H 0.19658 -3.72133 -4.40505
N -0.21015 1.45789 -0.66288
P -1.72310 1.64882 -1.06905
C -2.50181 3.05370 -0.25392
C -1.77834 4.24703 -0.21206
C -2.35538 5.38894 0.31770
C -3.65730 5.34605 0.80669
C -4.37983 4.16280 0.76463
C -3.80605 3.01577 0.23013
C -1.86137 2.05433 -2.81647
C -3.10543 2.31492 -3.39463
C -3.18967 2.64681 -4.73616
C -2.03169 2.74536 -5.50089
C -0.79199 2.52159 -4.92074
C -0.70406 2.17613 -3.57829
C -2.79171 0.22551 -0.71443
C -2.93257 -0.15183 0.62276
C -3.73022 -1.23183 0.97037
C -4.39292 -1.95135 -0.01720
C -4.26339 -1.57713 -1.34639
C -3.47101 -0.48952 -1.69445
H -0.76568 4.27971 -0.59871
H -1.79621 6.31492 0.34403
H -4.10995 6.24096 1.21315
H -5.39431 4.13240 1.13983
H -4.37962 2.09770 0.19853
H -4.01037 2.26887 -2.79800
H -4.15508 2.84368 -5.18289
H -2.09924 3.01417 -6.54686
H 0.11070 2.62249 -5.50896
H 0.26164 2.01557 -3.11798
H -2.45738 0.43305 1.40546
H -3.86001 -1.49586 2.01307
H -5.02958 -2.78438 0.25141
H -4.80099 -2.11807 -2.11510
H -3.39280 -0.19541 -2.73371
O 2.18558 0.56448 -2.92235
C 3.02511 0.46304 -2.05067
N 2.73275 0.42148 -0.70250
S 4.05511 0.10963 0.24966
O 4.32221 1.20548 1.12607
O 3.81116 -1.18786 0.84029
C 5.18062 0.06918 -1.09307
C 6.54648 -0.11790 -1.05472
C 7.21985 -0.05616 -2.26968
C 6.53950 0.19136 -3.45886
C 5.16364 0.38255 -3.47272
C 4.49026 0.31923 -2.26678
H 7.07270 -0.29929 -0.12766
H 8.29184 -0.19814 -2.28973
H 7.09514 0.23787 -4.38554
H 4.62718 0.57935 -4.39091
C -0.49424 -4.18625 4.17814
C 0.61838 -3.60084 4.76161
C 1.09541 -2.38226 4.29692
C 0.46078 -1.76100 3.22546
C -0.65790 -2.35283 2.63869
C -1.13710 -3.55822 3.11690
P 0.86798 -0.10020 2.66951
C 2.36590 0.49594 3.44721
C 2.40645 1.82062 3.88705
C 3.54601 2.29993 4.51033
C 4.63309 1.46193 4.71143
C 4.59092 0.14333 4.27840
C 3.46858 -0.34079 3.63330
C -0.50473 0.94735 3.17070
C -0.68578 2.21023 2.60588
C -1.69040 3.03702 3.08627
C -2.50897 2.60759 4.12067
C -2.32558 1.35267 4.68746
C -1.32239 0.52048 4.22046
H -0.86839 -5.12905 4.55458
H 1.11278 -4.08316 5.59378
H 1.93721 -1.91906 4.79169
H -1.16380 -1.86542 1.81336
H -2.01162 -4.00997 2.66599
H 1.55707 2.47785 3.76152
H 3.57921 3.32666 4.84790
H 5.51773 1.83710 5.20852
H 5.44078 -0.50773 4.43211
H 3.46768 -1.35279 3.25457
H -0.06286 2.55284 1.78744
H -1.83576 4.01299 2.64359
H -3.29287 3.25543 4.49062
H -2.95967 1.02381 5.49977
H -1.18176 -0.45283 4.67187

Atomic forces in eV per Å
Sn 0.04 0.11 -0.51
C -0.02 0.02 0.00
C 0.03 0.04 0.02
N 0.06 0.08 -0.05
C 0.14 0.02 0.13
N -0.21 -0.17 -0.05
C 0.04 0.03 -0.08
C -0.03 0.00 0.06
C 0.00 -0.01 -0.03
N -0.04 0.02 -0.06
C 0.03 -0.04 0.05
H 0.01 0.00 0.00
H -0.04 0.01 0.02
H -0.01 0.03 0.00
H -0.01 0.00 -0.01
H 0.00 0.00 0.03
H -0.03 0.01 0.08
H 0.02 0.02 0.02
H 0.05 0.00 0.01
H 0.00 -0.01 0.00
H 0.01 -0.01 0.00
H 0.01 0.00 0.00
H -0.01 0.00 -0.01
H 0.01 0.01 -0.01
N -0.08 0.03 0.12
P -0.07 -0.09 0.01
C 0.02 0.00 0.05
C 0.02 0.01 0.01
C -0.01 0.00 0.01
C 0.00 0.00 0.00
C 0.02 0.01 0.00
C 0.01 0.02 0.03
C 0.00 -0.05 -0.06
C -0.04 -0.01 0.02
C 0.01 0.00 0.00
C 0.01 0.00 0.00
C -0.01 0.00 -0.01
C 0.00 0.01 -0.01
C -0.02 0.05 0.00
C -0.03 0.01 0.08
C 0.00 -0.02 -0.01
C 0.01 0.02 0.00
C 0.00 0.02 -0.03
C 0.04 -0.07 -0.07
H -0.01 -0.01 -0.01
H 0.00 0.00 -0.01
H 0.00 0.00 0.00
H 0.00 0.00 0.00
H 0.00 0.02 -0.01
H 0.02 0.00 0.00
H 0.01 0.00 0.00
H 0.00 0.00 0.00
H 0.00 0.00 0.00
H 0.04 -0.02 0.03
H 0.03 -0.01 -0.01
H 0.03 0.01 0.00
H 0.00 0.00 0.00
H 0.01 0.00 0.00
H 0.00 -0.01 0.02
O -0.09 -0.11 0.06
C -0.08 0.08 -0.17
N 0.03 0.06 0.44
S 0.03 -0.11 0.02
O 0.02 0.02 -0.03
O 0.04 0.03 -0.06
C 0.00 0.00 -0.01
C 0.01 0.02 0.00
C 0.01 -0.01 0.02
C 0.00 0.01 -0.01
C 0.01 -0.01 -0.02
C -0.01 -0.04 0.02
H -0.01 0.00 0.00
H 0.00 0.00 0.00
H 0.00 0.00 0.00
H -0.01 0.00 0.01
C -0.03 0.01 -0.02
C 0.01 0.01 0.00
C 0.03 0.03 0.10
C -0.04 0.01 -0.10
C 0.07 -0.08 0.00
C -0.01 -0.04 0.01
P 0.09 -0.03 0.05
C -0.05 0.05 0.04
C 0.04 0.01 0.02
C 0.01 -0.01 0.00
C -0.01 0.00 0.00
C 0.01 0.00 0.00
C 0.01 -0.04 -0.04
C 0.05 0.02 0.06
C -0.05 0.02 -0.03
C 0.04 -0.02 -0.02
C -0.01 -0.01 0.02
C -0.02 0.02 0.00
C -0.03 -0.02 -0.05
H 0.00 0.00 0.00
H 0.00 0.00 0.00
H -0.03 0.00 -0.02
H -0.08 0.04 -0.06
H 0.00 0.00 0.00
H 0.01 -0.02 0.00
H 0.00 0.00 0.00
H 0.00 0.00 0.00
H 0.00 0.00 0.00
H -0.01 0.02 0.02
H 0.00 -0.02 -0.02
H -0.01 0.00 0.00
H 0.00 0.00 -0.01
H 0.00 0.00 0.00
H 0.01 0.01 0.00

As for the total charge: +2. For the relative energy (zero: lowest compared OMol25 entry of this formula, charge and spin), the calculation gives 0.00 kJ/mol.